i) This record from OMol25 describes the molecule C8H14N2O6. The level of theory is ωB97M-V/def2-TZVPD.

Summary:
Total charge: 0
Structure (SMILES): C[C@@H](O)[C@H](NC(=O)[C@@H](N)CC(=O)O)C(=O)O

Geometry as XYZ:
```
30
C8H14N2O6, DFT ωB97M-V/def2-TZVPD
H 3.142 -1.796 -0.374
C 0.695 -0.410 -0.005
C -2.359 -1.083 -0.484
O 0.672 -1.164 -0.990
H 2.071 0.700 1.267
C 1.934 -0.365 0.878
C 3.274 -0.740 0.202
C -1.559 0.310 -0.384
O -2.099 2.168 1.129
H -3.851 0.614 -0.881
H -3.845 -1.686 -1.769
H 3.943 -0.956 1.110
C -3.069 -1.400 0.812
C 3.731 0.366 -0.640
H -2.795 -0.608 1.559
N 1.768 -1.170 2.180
O -3.395 -0.957 -1.390
H -0.135 1.292 0.732
H -2.671 -2.289 1.324
O -3.683 1.419 -0.316
H -1.598 -1.767 -0.855
N -0.358 0.339 0.351
O 3.711 0.297 -1.841
H 1.891 -2.219 1.903
H 0.826 -1.341 2.276
C -2.549 1.448 0.239
H -1.382 0.702 -1.441
O 4.005 1.450 0.096
H 4.469 2.004 -0.574
H -4.215 -1.285 0.783
```

=====

ii) This record from OMol25 describes the molecule C8H14N2O6. The level of theory is ωB97M-V/def2-TZVPD.

Summary:
Total charge: 0
Structure (SMILES): N[C@@H](CCC(=O)O)C(=O)N[C@@H](CO)C(=O)O

Geometry as XYZ:
```
30
C8H14N2O6, DFT ωB97M-V/def2-TZVPD
H 1.752 -1.621 1.193
O -4.631 -1.867 -0.714
O 3.087 1.821 0.303
C -4.699 -0.732 0.133
H 3.377 0.191 1.547
C -3.498 0.344 0.121
H 1.055 0.616 -1.250
N 1.310 -0.045 -0.541
O 0.578 -0.745 1.601
H 3.128 -0.074 -1.537
N -0.724 1.671 -0.948
H -1.992 -1.060 0.784
O -5.709 -0.515 0.686
C 0.424 -0.120 0.468
H -3.582 0.920 -0.810
C -0.908 0.746 0.159
H -3.307 1.026 0.964
H -0.289 2.448 -0.505
H 3.676 2.638 0.670
H -1.602 2.125 -1.260
O 2.502 -2.178 0.766
O 4.158 -2.276 -0.811
C 3.617 0.495 0.541
H -3.531 -2.224 -0.768
H 4.728 0.438 0.148
H -1.074 1.218 1.072
C 3.175 -1.729 -0.275
C -2.013 -0.344 -0.126
H -1.794 -0.828 -1.097
C 2.787 -0.341 -0.515
```

=====

According to the calculations, the structures order from most to least stable as i), ii).

=====

i) This record from OMol25 describes the molecule C6H15NO. The level of theory is ωB97M-V/def2-TZVPD.

Summary:
Total charge: 0
Structure (SMILES): CCN(CC)CCO

Geometry as XYZ:
```
23
C6H15NO, DFT ωB97M-V/def2-TZVPD
H 2.039 0.200 -0.509
H -0.505 -0.925 -1.939
N 0.014 -0.296 -0.006
C -0.281 -1.726 0.358
H -0.993 -2.117 -0.366
H -0.367 -2.682 2.227
C -0.737 -1.736 1.817
H 0.992 1.213 2.183
H 0.787 2.082 0.654
H 0.658 -2.266 0.180
H -0.375 -0.860 2.337
H -2.272 0.564 -2.043
H -0.644 2.818 -2.333
C 1.400 0.063 0.373
C 1.405 1.359 1.184
H -1.822 -1.753 1.908
H 0.626 0.532 -1.858
C -0.225 0.011 -1.456
H 2.426 1.720 1.330
H 1.891 -0.768 0.886
H -1.599 1.547 -0.679
O -1.032 1.982 -2.630
C -1.387 1.037 -1.618
```

=====

ii) This record from OMol25 describes a 2-piece molecular cluster, C6H15NO overall. The level of theory is ωB97M-V/def2-TZVPD.

Summary:
Total charge: 0
Structure (SMILES): C=CCCNCC.O

Geometry as XYZ:
```
23
C6H15NO, DFT ωB97M-V/def2-TZVPD
C -0.937 -1.447 -0.358
H 1.193 -1.449 -0.260
H 0.569 1.084 -1.129
C 0.441 -0.888 -0.766
H 0.590 -0.973 -1.894
H -0.256 0.661 1.095
C 2.575 0.526 1.380
H 2.696 1.743 -0.579
H 2.238 1.375 1.975
C 2.282 0.719 -0.072
H -3.489 0.949 -1.386
H 2.922 0.127 -0.776
H 3.692 0.577 1.599
H -2.957 -1.462 -1.238
C -2.240 -0.756 -0.855
H -0.935 -1.763 0.723
O -0.889 0.459 1.798
H -0.981 -2.503 -0.736
H -1.737 1.231 -1.454
H -1.677 0.936 1.398
N 0.807 0.554 -0.370
C -2.549 0.552 -1.151
H 2.153 -0.318 1.799
```

=====

According to the calculations, the structures order from most to least stable as i), ii).